The following is a quantum chemistry calculation of a molecular structure, C18H27BiN5O9, from the Open Molecules 2025 dataset.

Each line ends with the Mulliken charge.
Cartesian coordinates (Å):
Bi 0.078 -0.129 -0.107  0.766
O -2.097 3.500 0.473  -0.322
C 0.428 3.809 -0.748  0.293
O -0.089 3.433 -1.679  -0.191
C 1.060 4.226 0.381  0.473
C 1.097 5.605 0.718  -0.540
C 1.765 5.956 1.840  -0.452
C 2.441 4.999 2.638  -0.473
C 2.429 3.691 2.298  -0.211
C 1.673 3.161 1.175  0.494
O 1.515 1.970 0.908  -0.258
N 3.210 2.763 3.121  0.943
O 3.219 2.946 4.318  -0.561
O 3.814 1.890 2.531  -0.523
N 1.811 7.370 2.234  1.024
O 2.451 7.641 3.226  -0.595
O 1.206 8.158 1.539  -0.608
H 0.609 6.355 0.111  0.598
H 2.980 5.329 3.517  0.612
C -1.178 -3.170 -0.104  -0.968
N -0.207 -2.398 -0.903  0.348
C -0.653 -2.396 -2.313  -1.012
C 1.145 -2.991 -0.833  -0.814
C 1.820 -2.719 0.494  -0.844
N 2.049 -1.275 0.714  0.388
C 2.230 -1.028 2.160  -0.952
C 3.259 -0.811 0.003  -0.933
H -1.247 -4.195 -0.482  0.342
H -2.152 -2.692 -0.183  0.222
H -0.887 -3.186 0.943  0.283
H -0.674 -3.420 -2.697  0.388
H 0.032 -1.795 -2.907  0.356
H -1.648 -1.965 -2.373  0.240
H 1.731 -2.563 -1.647  0.436
H 1.083 -4.071 -1.002  0.379
H 2.774 -3.255 0.538  0.343
H 1.205 -3.086 1.315  0.457
H 3.094 -1.588 2.529  0.379
H 1.333 -1.338 2.693  0.381
H 2.400 0.031 2.321  0.108
H 4.142 -1.328 0.391  0.366
H 3.370 0.258 0.167  0.124
H 3.164 -0.996 -1.064  0.306
O -4.602 -0.383 -0.464  -0.563
C -3.424 0.188 -0.379  -0.139
O -2.458 -0.215 -1.001  -0.626
C -3.343 1.389 0.552  0.608
N -4.641 1.629 1.188  -0.526
C -5.082 3.005 0.896  -0.607
C -4.379 3.315 -0.420  -0.918
C -3.009 2.671 -0.240  -0.079
H -2.529 1.173 1.252  0.266
H -4.641 1.415 2.176  0.236
H -5.180 0.148 0.141  0.453
H -4.778 3.706 1.683  0.333
H -6.167 3.055 0.820  0.397
H -4.303 4.379 -0.638  0.355
H -4.904 2.832 -1.247  0.365
H -2.552 3.930 1.206  0.276
H -2.515 2.439 -1.181  0.376

Computed properties:
Frontier orbital gap ... 5.3379 eV
HOMO level ... -9.32 eV
Energy relative to the best compared isomer or geometry (same formula, charge and spin) ... 0.24 kcal per mole
Calculated total energy ... -50809.548 eV
Net charge ... +1